No. 1
Here is C13H52InNO12PS as an isolated structure from OMol25. Energies are from wB97M-V/def2-TZVPD.

## Properties
E   -65678.8649 eV
Total charge   -1
HOMO level   -4.51 eV
Molar mass   592.4 g/mol
Multiplicity   1

Atoms and positions in Å:
1 C -6.14665 -2.02359 1.05421
2 C -4.96403 -1.16418 1.54046
3 O -3.81450 -1.30177 0.69794
4 C -3.19297 0.01156 0.57714
5 In -1.10977 -0.10941 -0.27093
6 N 0.19012 -1.17327 1.02829
7 O -1.08625 -0.84775 -2.24406
8 P -0.22294 2.30934 -0.27365
9 S -0.74299 3.08429 1.48578
10 H -6.65042 -1.50381 0.23043
11 H -5.85138 -3.02068 0.71650
12 H -6.87990 -2.06794 1.87136
13 H -4.63367 -1.39082 2.56295
14 H -5.30869 -0.12542 1.55013
15 H -3.86269 0.68429 0.01226
16 H -3.09846 0.39464 1.60482
17 H -0.00907 -1.01341 2.00186
18 H 0.24464 -2.16062 0.82757
19 H -0.86859 -1.77312 -2.25153
20 H 1.19196 2.28739 -0.45539
21 H -0.87822 3.01218 -1.32379
22 C -4.76402 2.34137 4.20317
23 O -4.61161 0.97374 3.84247
24 H -5.49299 2.79168 3.53252
25 H -5.12450 2.42726 5.23385
26 H -3.81244 2.86971 4.10149
27 H -3.96634 0.58683 4.43920
28 C 3.63603 2.86736 1.52433
29 O 3.35569 1.47237 1.54189
30 H 4.58919 3.03912 2.02482
31 H 3.70209 3.22236 0.49166
32 H 2.84833 3.41115 2.05174
33 H 2.51974 1.34963 1.09468
34 C 4.71637 0.90054 -1.67746
35 O 3.86115 1.40606 -2.70092
36 H 5.55992 1.57932 -1.56181
37 H 4.17188 0.83843 -0.73223
38 H 5.08556 -0.09043 -1.95864
39 H 3.12134 0.79607 -2.79420
40 C -2.01954 -4.59516 -0.65219
41 O -0.70080 -5.12194 -0.49340
42 H -1.94514 -3.61761 -1.12233
43 H -2.61478 -5.25538 -1.29033
44 H -2.49982 -4.48429 0.32256
45 H -0.78171 -5.97945 -0.07711
46 C 5.13702 -1.18550 2.49228
47 O 5.33601 -1.78855 1.21726
48 H 6.09000 -1.16391 3.01772
49 H 4.76916 -0.16497 2.36569
50 H 4.41811 -1.77004 3.07349
51 H 4.48598 -1.79652 0.77255
52 C -2.31510 2.76959 -4.17291
53 O -1.00898 2.23736 -4.00554
54 H -2.23448 3.74659 -4.64708
55 H -2.90891 2.10866 -4.81105
56 H -2.80916 2.88334 -3.20303
57 H -1.10543 1.37744 -3.58761
58 C -4.34405 -3.07679 5.46521
59 O -3.42210 -2.01224 5.26333
60 H -5.33578 -2.72295 5.19307
61 H -4.08423 -3.93049 4.83352
62 H -4.34925 -3.38416 6.51535
63 H -2.55215 -2.33276 5.50296
64 C -0.34025 2.42551 -7.34087
65 O -1.34574 2.35585 -8.35552
66 H -0.51565 1.63067 -6.62193
67 H 0.65079 2.29548 -7.78544
68 H -0.39355 3.38823 -6.82724
69 H -1.17605 3.06319 -8.97704
70 C 2.83464 -1.77903 -4.69064
71 O 2.00242 -0.92975 -3.91197
72 H 3.56354 -1.15977 -5.20971
73 H 3.36335 -2.49052 -4.04908
74 H 2.23872 -2.32391 -5.42887
75 H 1.36213 -1.48114 -3.45520
76 C 7.23974 1.68737 3.84528
77 O 7.43359 1.08800 2.57188
78 H 8.19766 1.70893 4.36120
79 H 6.87077 2.71115 3.73482
80 H 6.52770 1.10391 4.43722
81 H 6.58036 1.07506 2.13181

Atomic forces in eV per Å
0.2252 0.5821 0.2599
0.0723 -0.4872 -0.3360
-0.5489 0.8316 -0.2265
0.5496 -0.4427 0.0070
-0.6630 -0.3987 0.3850
0.2124 0.5486 -0.9157
0.1325 0.7615 0.3143
-0.6912 -0.8589 0.2370
0.1676 0.2667 0.2902
0.1907 -0.2152 -0.0332
-0.0204 0.0857 0.2173
0.1167 -0.2931 -0.1514
-0.3304 -0.1388 -0.0120
0.1499 -0.0417 0.0393
0.1451 -0.1541 0.1695
0.0883 0.2603 -0.3266
-0.1317 -0.1944 0.1857
-0.0522 -0.1676 0.2444
0.0511 -0.5598 -0.0338
-0.3362 0.5330 -0.5164
0.8994 0.0920 -0.0372
0.2660 -0.2860 0.0914
-0.2643 0.2464 0.0688
0.0111 -0.0638 -0.0306
-0.0293 0.1518 -0.0222
-0.0779 0.1323 -0.0040
0.0922 -0.2196 -0.0377
-0.3424 -0.1321 -0.1193
0.5461 0.1612 0.1940
0.0035 -0.0934 -0.0069
0.0700 0.1699 0.0638
0.0695 0.1390 -0.0513
-0.4661 -0.2687 -0.0073
-0.5382 -0.1404 -0.2727
0.2582 0.1771 0.0941
-0.0357 0.0248 -0.0651
0.2258 -0.0749 0.1073
0.1443 -0.0024 0.1796
-0.0994 -0.0975 -0.1588
0.1220 -0.2630 0.1555
0.0305 0.2606 -0.1993
0.0267 -0.0007 0.0593
-0.1042 0.1124 0.0038
-0.1321 0.1372 -0.1007
0.0382 -0.1508 0.0973
-0.1544 -0.0806 -0.1727
0.2772 -0.0565 0.0829
0.0445 -0.1044 -0.1152
-0.1315 -0.0397 0.2056
-0.0136 0.1502 0.1234
-0.1218 0.0502 -0.0851
0.1773 -0.3532 0.1292
-0.0686 0.3154 -0.1151
0.0720 -0.0189 0.0027
-0.1619 0.1337 0.0028
-0.1321 0.0682 -0.0700
0.1580 -0.3893 0.1320
0.2968 0.0522 0.0080
-0.3018 0.1257 0.0264
0.0494 0.0657 -0.0290
-0.1276 -0.0554 0.0303
-0.1143 -0.0869 -0.0280
0.1994 0.0172 -0.0448
-0.0496 0.1578 -0.2857
-0.0600 -0.2436 0.1529
-0.0710 0.0478 -0.0118
0.0502 0.0125 0.1476
0.1265 -0.0929 0.1422
-0.0042 0.1187 -0.1258
-0.2332 -0.0074 0.2273
0.3413 0.0890 -0.0949
-0.0383 0.0516 0.0483
0.0797 -0.0531 -0.1296
0.1180 -0.0500 -0.0512
-0.2756 0.2024 0.1461
-0.1918 -0.1061 -0.3011
0.2604 0.1742 0.1802
0.0177 -0.0284 -0.0558
0.0020 0.0209 0.1700
0.0110 0.1016 0.1184
-0.0715 -0.1175 -0.1602

=====

No. 2
Here is an isolated ion of composition C4H8N and charge +1 from OMol25. Energies are from wB97M-V/def2-TZVPD.

## Properties
E   -5757.6010 eV
Total charge   +1
HOMO level   -15.68 eV
SMILES string   C=C1C[N@@H+]1C
Molar mass   70.1 g/mol
Multiplicity   1

Atoms and positions in Å:
1 C 0.58800 -0.71011 0.67815
2 C 1.33742 -1.69132 0.22130
3 C -0.67749 0.05217 1.30492
4 C -0.56333 0.94087 -1.12994
5 N 0.14596 0.55187 0.18988
6 H 2.00086 -1.59633 -0.54496
7 H 1.34952 -2.60200 0.73915
8 H -1.57228 -0.34445 0.93349
9 H -0.50002 0.58961 2.19483
10 H 0.19470 0.51217 -1.90990
11 H -1.42367 0.36694 -1.24769
12 H -0.71724 1.93446 -1.23877
13 H 0.76842 1.22712 0.65726

Atomic forces in eV per Å
-2.8201 -0.0452 0.0798
-1.8147 0.9600 2.2463
3.7144 -2.5906 -1.1601
4.9741 -4.3052 -0.8033
-0.1267 2.7196 -0.1633
1.5262 0.4963 -2.2631
0.0032 -1.1408 0.7559
-1.3891 -0.3293 0.2282
-0.4951 0.2477 1.0010
-1.5155 1.2556 1.0280
-1.5407 -0.9297 0.2646
-0.2642 3.1011 0.0908
-0.2518 0.5604 -1.3050

=====

No. 3
Here is a 3-piece molecular cluster, C2H11N2O3 overall from OMol25. Energies are from wB97M-V/def2-TZVPD.

## Properties
E   -11369.7047 eV
Total charge   +1
HOMO level   -14.53 eV
Molar mass   111.1 g/mol
Multiplicity   1

Atoms and positions in Å:
1 N 0.70419 -1.02524 -0.87124
2 C -0.01570 -0.06513 0.01677
3 C 0.09174 1.27262 -0.70179
4 N -0.83751 2.16989 -0.35100
5 O 0.98122 1.44430 -1.50309
6 H 0.00956 -1.62780 -1.30875
7 H 1.22690 -0.47755 -1.57635
8 H 1.37921 -1.64953 -0.41795
9 H 0.56900 0.00717 0.93367
10 H -1.01714 -0.39691 0.23160
11 H -1.56111 1.88606 0.31108
12 H -0.56885 3.14419 -0.28599
13 H 2.88934 -3.49520 -0.09524
14 H 3.93703 -2.58302 -0.69115
15 O 3.09236 -2.55954 -0.22345
16 H -3.67687 2.06081 2.42019
17 H -3.96195 0.62675 2.05348
18 O -3.24140 1.26815 2.05921

Atomic forces in eV per Å
-0.6392 -0.7606 0.0803
1.1214 -0.1136 -0.2050
-0.5237 0.2937 0.1640
-0.4027 0.2487 1.0114
0.4358 -0.0923 -0.1691
0.1970 0.0125 -0.4244
-0.1354 0.2802 -0.0240
0.3936 0.0852 0.2134
-0.2287 0.1091 0.1053
-0.2881 -0.1180 0.0206
0.2712 0.1416 -0.1204
-0.1354 -0.0679 -0.5437
0.0489 0.0367 0.1424
-0.0334 0.2530 0.0305
-0.2313 -0.3261 -0.1305
0.3814 -0.2923 -0.1515
0.1244 -0.0923 -0.0524
-0.3559 0.4024 0.0531